Record 1
Here is one molecule with the formula C5H6O2S at a distorted geometry from the Open Molecules 2025 dataset. Energies are from ωB97M-V/def2-TZVPD.

Geometry (Å):
C -0.525 -1.354 -1.696
C 0.491 0.726 -0.729
C -0.296 -0.762 -2.892
C 0.215 0.359 0.738
C -1.018 -0.401 0.874
O 0.663 -0.762 -3.676
O 1.770 0.495 -0.911
S -1.108 -1.904 -0.322
H -1.302 -0.313 -3.303
H 1.114 -0.056 1.296
H 0.033 1.342 1.073
H -1.154 -1.020 1.904
H -1.923 -0.066 0.578
H 2.029 0.710 -1.841

Computed properties:
HOMO level = -7.91 eV
2S+1 = 1
Relative energy (zero: lowest compared OMol25 entry of this formula, charge and spin) = 593.6 kJ/mol
Net charge = 0
Gap between HOMO and LUMO = 7.1 eV

Atomic partial charges in e from the natural (NBO) method, atoms 1 to 8: number 1, C, carries -0.285; number 2, C, carries 0.237; number 3, C, carries 0.245; number 4, C, carries -0.607; number 5, C, carries -0.467; number 6, O, carries -0.627; number 7, O, carries -0.678; number 8, S, carries 0.567

---

Record 2
Here is C29H44AsN4O3PtSi3 as an isolated structure at a distorted geometry from the Open Molecules 2025 dataset. Energies are from ωB97M-V/def2-TZVPD.

Geometry (Å):
Pt -0.741 -1.293 -0.267
N -3.505 -4.290 -0.364
C -4.136 -3.680 0.696
C -3.458 -2.527 0.926
N -2.432 -2.413 0.022
C -2.476 -3.509 -0.730
C -1.460 -3.668 -1.736
N -0.589 -2.682 -1.831
C 0.283 -3.008 -2.838
C -0.077 -4.218 -3.344
N -1.186 -4.629 -2.635
H -3.751 -5.183 -0.756
H -4.985 -4.117 1.188
H -3.623 -1.797 1.692
H 1.100 -2.372 -3.129
H 0.350 -4.813 -4.130
H -1.674 -5.497 -2.768
O 0.913 0.670 -1.305
C 2.183 0.085 -1.610
C 2.325 -1.208 -0.758
O 3.365 -1.835 -0.850
O 1.345 -1.560 0.004
C 2.245 -0.243 -3.104
C 3.335 -0.936 -3.633
C 3.391 -1.216 -4.989
C 2.373 -0.799 -5.839
C 1.299 -0.093 -5.321
C 1.237 0.186 -3.960
C 3.283 1.094 -1.268
C 4.267 0.874 -0.311
C 5.191 1.870 -0.020
C 5.142 3.092 -0.671
C 4.168 3.316 -1.635
C 3.257 2.317 -1.939
H 1.032 1.624 -1.269
H 4.124 -1.262 -2.971
H 4.240 -1.757 -5.386
H 2.424 -1.016 -6.898
H 0.506 0.247 -5.974
H 0.390 0.728 -3.562
H 4.324 -0.076 0.199
H 5.955 1.683 0.723
H 5.867 3.862 -0.441
H 4.132 4.258 -2.166
H 2.527 2.486 -2.726
C -0.256 3.466 0.233
Si 0.096 2.373 1.713
C 1.932 2.146 1.886
C -0.461 3.240 3.272
As -1.143 0.292 1.551
Si -3.295 1.277 1.005
C -3.616 2.810 2.025
C -3.099 1.658 -0.812
C -4.865 0.269 1.142
Si -0.640 -0.941 3.542
C -1.134 0.034 5.055
C -1.525 -2.585 3.539
C 1.186 -1.283 3.444
H 0.407 4.332 0.318
H -1.279 3.839 0.209
H -0.057 3.002 -0.730
H 2.325 3.111 2.220
H 2.425 1.899 0.949
H 2.224 1.403 2.625
H 0.103 4.177 3.324
H -0.200 2.661 4.157
H -1.514 3.490 3.323
H -3.026 3.668 1.707
H -3.444 2.645 3.089
H -4.671 3.071 1.905
H -2.243 2.288 -1.043
H -4.001 2.165 -1.165
H -2.990 0.729 -1.377
H -5.139 -0.008 2.162
H -4.893 -0.605 0.500
H -5.643 0.947 0.777
H -2.145 0.437 4.977
H -0.450 0.859 5.252
H -1.104 -0.626 5.926
H -2.567 -2.522 3.858
H -1.002 -3.227 4.254
H -1.467 -3.073 2.568
H 1.788 -0.415 3.190
H 1.385 -2.052 2.696
H 1.520 -1.649 4.420

Computed properties:
HOMO level = -10.74 eV
2S+1 = 1
Relative energy (zero: lowest compared OMol25 entry of this formula, charge and spin) = 0.0 kJ/mol
Net charge = +1
Gap between HOMO and LUMO = 7.9 eV

Atomic partial charges in e from the Mulliken method, atoms 1 to 8: number 1, Pt, carries 1.861; number 2, N, carries -0.070; number 3, C, carries -1.445; number 4, C, carries -0.890; number 5, N, carries 0.562; number 6, C, carries 0.568; number 7, C, carries 0.195; number 8, N, carries 0.040

---

Record 3
Here is a 2-piece molecular cluster, CH2FN overall at a distorted geometry from the Open Molecules 2025 dataset. Energies are from ωB97M-V/def2-TZVPD.

Geometry (Å):
C -1.073 1.130 -1.380
N -0.191 -1.296 -0.105
F -1.589 1.818 -0.486
H 0.236 -1.500 0.697
H -0.174 -0.351 -0.417

Computed properties:
HOMO level (alpha / beta) = -7.94 / -7.76 eV
2S+1 = 1
Relative energy (zero: lowest compared OMol25 entry of this formula, charge and spin) = 786.2 kJ/mol
Net charge = 0
Gap between HOMO and LUMO (alpha / beta) = 5.5 / 5.1 eV

The natural (NBO) scheme yields these atomic charges, measured in e: number 1, C, carries 0.546; number 2, N, carries -0.814; number 3, F, carries -0.284; number 4, H, carries 0.299; number 5, H, carries 0.254

---

Record 4
Here is a 14-piece molecular cluster, C42H101ClNO16Si overall at a distorted geometry from the Open Molecules 2025 dataset. Energies are from ωB97M-V/def2-TZVPD.

Geometry (Å):
C -4.009 0.295 0.996
Si -2.209 -0.081 0.431
C -2.077 -1.889 -0.270
C -1.104 -0.091 2.025
C -1.694 1.262 -0.848
O -2.088 2.650 -0.589
C -0.952 3.526 -0.325
C -1.378 4.352 0.975
C -0.166 4.996 1.793
O -0.021 6.238 1.848
C 0.825 4.007 2.583
C 0.335 3.374 3.903
C 1.222 2.385 4.687
C 2.628 1.992 4.140
C 3.157 2.631 2.821
C 2.245 3.623 2.060
C 0.221 2.428 -0.228
N -0.228 1.374 -1.203
C 0.155 1.924 -2.556
C 1.229 0.939 -3.315
O 1.040 0.690 -4.548
Cl 2.628 0.300 -2.343
H -4.393 1.283 0.542
H -3.988 0.366 2.143
H -4.735 -0.558 0.747
H -0.965 -2.149 -0.325
H -2.643 -2.027 -1.249
H -2.523 -2.548 0.569
H -1.098 0.922 2.566
H -1.324 -0.978 2.706
H -0.016 -0.240 1.646
H -2.147 0.872 -1.830
H -0.604 4.266 -1.122
H -2.024 5.235 0.601
H -2.029 3.782 1.718
H -0.699 3.613 4.313
H 0.875 1.925 5.670
H 3.317 1.245 4.650
H 4.168 2.385 2.353
H 2.562 4.121 1.072
H 1.306 2.721 -0.414
H 0.242 2.035 0.845
H 0.189 0.448 -0.981
H -0.788 2.072 -3.184
H 0.677 2.952 -2.497
C 6.118 -1.958 3.236
C 5.128 -0.862 3.573
O 5.499 0.353 2.930
H 7.126 -1.674 3.549
H 5.847 -2.895 3.729
H 6.155 -2.127 2.156
H 5.109 -0.682 4.650
H 4.117 -1.136 3.252
H 5.505 0.188 1.978
C -7.990 1.790 3.417
C -8.296 1.024 2.145
O -7.191 0.198 1.793
H -7.099 2.409 3.288
H -8.828 2.433 3.696
H -7.784 1.103 4.242
H -8.480 1.713 1.318
H -9.181 0.393 2.272
H -7.040 -0.414 2.525
C 4.167 -3.983 -3.418
C 5.001 -3.125 -4.349
O 4.168 -2.215 -5.058
H 3.415 -4.542 -3.983
H 4.794 -4.691 -2.871
H 3.627 -3.362 -2.697
H 5.520 -3.747 -5.080
H 5.748 -2.554 -3.788
H 3.719 -1.663 -4.405
C 0.032 -1.628 -7.422
C -1.156 -1.582 -6.481
O -1.126 -2.701 -5.602
H 0.023 -2.552 -8.006
H 0.020 -0.777 -8.107
H 0.971 -1.615 -6.861
H -2.091 -1.617 -7.043
H -1.146 -0.664 -5.883
H -0.300 -2.658 -5.103
C -7.262 1.914 7.862
C -5.996 2.184 7.074
O -6.309 2.833 5.847
H -7.948 1.290 7.285
H -7.035 1.411 8.805
H -7.788 2.848 8.081
H -5.485 1.247 6.839
H -5.309 2.819 7.642
H -6.753 3.664 6.062
C 1.291 -3.982 -10.617
C 0.053 -3.214 -11.035
O -0.290 -3.530 -12.378
H 2.131 -3.741 -11.273
H 1.569 -3.744 -9.587
H 1.123 -5.060 -10.696
H 0.232 -2.138 -10.975
H -0.797 -3.459 -10.388
H -0.456 -4.481 -12.421
C -2.104 0.106 6.044
C -0.927 -0.681 6.586
O -0.204 0.109 7.524
H -1.761 1.026 5.561
H -2.667 -0.485 5.317
H -2.777 0.403 6.853
H -0.246 -0.957 5.778
H -1.263 -1.596 7.082
H -0.812 0.341 8.239
C 0.275 3.737 -7.804
C 0.968 4.217 -6.546
O 0.289 3.713 -5.396
H -0.766 4.069 -7.820
H 0.779 4.116 -8.696
H 0.262 2.643 -7.845
H 0.961 5.308 -6.497
H 2.009 3.878 -6.516
H 0.307 2.750 -5.439
C 0.512 -4.516 9.237
C -0.726 -3.729 8.858
O -1.084 -3.995 7.505
H 1.348 -4.256 8.581
H 0.800 -4.317 10.271
H 0.338 -5.590 9.121
H -0.541 -2.657 8.954
H -1.569 -3.993 9.504
H -1.255 -4.943 7.430
C 1.914 7.501 -10.172
C 1.278 6.499 -11.115
O 0.071 5.993 -10.556
H 2.127 7.036 -9.205
H 2.845 7.892 -10.587
H 1.235 8.337 -9.980
H 1.950 5.655 -11.286
H 1.052 6.961 -12.081
H -0.522 6.743 -10.416
C 3.115 -7.873 -1.525
C 4.018 -7.372 -0.415
O 3.673 -6.036 -0.064
H 3.199 -7.232 -2.406
H 3.374 -8.896 -1.807
H 2.067 -7.849 -1.211
H 5.061 -7.377 -0.740
H 3.931 -8.003 0.475
H 2.753 -6.041 0.230
C -0.110 -9.003 11.428
C 0.855 -7.836 11.352
O 0.185 -6.622 11.669
H -0.944 -8.856 10.737
H 0.391 -9.941 11.181
H -0.538 -9.086 12.431
H 1.264 -7.743 10.344
H 1.687 -7.972 12.051
H -0.166 -6.707 12.565
C 2.138 6.382 -3.142
C 2.980 7.237 -4.068
O 2.153 8.146 -4.784
H 1.389 5.822 -3.710
H 2.762 5.674 -2.589
H 1.593 7.005 -2.426
H 3.504 6.613 -4.794
H 3.724 7.809 -3.503
H 1.700 8.701 -4.136

Computed properties:
HOMO level = -11.32 eV
2S+1 = 1
Net charge = +1
Gap between HOMO and LUMO = 7.7 eV

Atomic partial charges in e from the Mulliken method, atoms 1 to 8: number 1, C, carries -1.034; number 2, Si, carries 0.256; number 3, C, carries -0.963; number 4, C, carries -0.649; number 5, C, carries 0.018; number 6, O, carries -0.445; number 7, C, carries 0.483; number 8, C, carries -0.593